1.
{
  "formula": "C5H13NO",
  "method": "wB97M-V/def2-TZVPD",
  "species": ["C", "C", "C", "C", "C", "N", "H", "H", "H", "H", "H", "H", "H", "H", "H", "H", "H", "O", "H", "H"],
  "xyz": [[0.5501, 1.2222, -1.2217], [0.0983, 0.4446, 0.1102], [-0.2621, -1.0113, -0.1873], [0.6054, -1.7653, 0.9405], [1.7376, -0.8620, 0.9940], [1.2967, 0.5169, 0.8872], [-0.0888, 0.9887, -2.1338], [0.4833, 2.3179, -1.2467], [1.5103, 0.8970, -1.5745], [-0.8488, 0.9323, 0.6714], [0.2450, -1.4006, -1.1543], [-1.3165, -1.2778, -0.0704], [0.8402, -2.7966, 0.7111], [0.1006, -1.8262, 1.9322], [2.5298, -0.8788, 1.7832], [2.3333, -0.8969, 0.1199], [1.0197, 0.8857, 1.8251], [-3.3270, 1.0836, -1.1024], [-2.9983, 1.9121, -1.4825], [-2.6462, 0.6874, -0.5865]],
  "atomic_forces_ev_per_a": [[-3.000, -0.388, -1.376], [-1.978, 2.643, -2.284], [2.091, -2.068, 0.522], [-2.335, -0.431, 0.397], [3.378, 1.649, 1.015], [-0.917, 0.705, 3.369], [0.168, -0.136, 1.073], [0.382, -0.226, 0.836], [0.741, -0.151, 0.489], [2.191, -0.651, -1.354], [-1.389, 0.852, 1.215], [0.199, 0.151, -0.548], [0.148, -0.143, -0.415], [-0.017, 0.327, -0.609], [-0.988, -0.551, -0.106], [0.736, -1.051, -1.310], [0.571, -0.532, -0.885], [-1.099, 0.656, -0.806], [0.131, -0.477, 0.328], [0.985, -0.180, 0.449]],
  "mulliken_charge": [-1.31, -0.03, -0.58, -0.61, -0.61, -0.40, 0.31, 0.36, 0.31, 0.36, 0.26, 0.34, 0.37, 0.27, 0.41, 0.27, 0.32, -0.67, 0.33, 0.32],
  "lumo_ev": 0.86,
  "smiles": "C[C@H]1CCCN1.O",
  "total_energy_ev": -8932.052,
  "de_lowest_kcal_mol": 45.2
}

2.
{
  "formula": "C5H13NO",
  "method": "wB97M-V/def2-TZVPD",
  "species": ["C", "C", "C", "C", "C", "N", "O", "H", "H", "H", "H", "H", "H", "H", "H", "H", "H", "H", "H", "H"],
  "xyz": [[-1.7222, -0.4643, -0.1141], [1.0080, 0.3118, -0.0515], [-0.1115, 0.5449, 0.7571], [2.1282, -0.5626, 0.4669], [1.4213, 1.3686, -1.0521], [-2.3955, -1.3208, 0.6932], [-2.5198, 0.4242, -0.7422], [-3.4332, 0.4375, -0.4003], [-0.6112, -0.9454, -0.9882], [0.3197, -0.7747, -1.1259], [-1.8697, -2.0379, 1.1643], [-3.3238, -1.1280, 1.0596], [-0.6018, 1.5109, 0.7106], [-0.1583, 0.0522, 1.7235], [1.9991, 0.9391, -1.8728], [0.5479, 1.8674, -1.4749], [2.8278, 0.0246, 1.0744], [2.7004, -1.0078, -0.3498], [1.7473, -1.3708, 1.0948], [2.0474, 2.1310, -0.5727]],
  "atomic_forces_ev_per_a": [[1.207, 0.058, -0.315], [-0.328, -0.595, -0.622], [-0.679, -0.376, -0.260], [0.019, 0.028, -0.013], [0.021, -0.002, 0.067], [-0.167, -0.004, 0.066], [-0.201, 0.112, 0.283], [0.287, -0.126, -0.118], [-0.714, 0.232, 0.471], [0.392, 0.480, 0.495], [-0.040, 0.136, 0.033], [0.225, -0.047, -0.146], [0.016, 0.021, 0.027], [0.042, 0.074, 0.042], [-0.016, 0.007, 0.022], [0.020, -0.008, 0.008], [-0.029, -0.008, -0.019], [-0.018, 0.010, 0.023], [-0.011, 0.026, -0.030], [-0.026, -0.017, -0.014]],
  "mulliken_charge": [0.46, 1.02, -1.38, -1.36, -1.40, -0.47, -0.44, 0.27, 0.02, 0.04, 0.22, 0.16, 0.36, 0.40, 0.34, 0.36, 0.34, 0.33, 0.37, 0.35],
  "lumo_ev": 0.57,
  "total_energy_ev": -8929.054,
  "de_lowest_kcal_mol": 114.3
}

3.
{
  "formula": "C5H13NO",
  "method": "wB97M-V/def2-TZVPD",
  "species": ["C", "C", "C", "C", "C", "N", "O", "H", "H", "H", "H", "H", "H", "H", "H", "H", "H", "H", "H", "H"],
  "xyz": [[-0.9083, 0.1314, -0.8931], [1.5420, -0.4132, -0.2429], [-0.5035, 0.3098, 0.3968], [1.9552, -0.9948, 1.0756], [-2.9763, 0.8781, 0.1641], [2.2561, 0.7401, -0.6390], [-1.3259, -1.0107, -1.4654], [-1.7893, -1.5487, -0.8066], [-0.6568, 0.8836, -1.6315], [1.4243, -1.1466, -1.0368], [3.1009, 0.9440, -0.1192], [2.4000, 0.8421, -1.6332], [-0.8039, -0.3389, 1.2074], [-0.1302, 1.2858, 0.6667], [1.3287, -1.8481, 1.3404], [1.8688, -0.2578, 1.8814], [3.0038, -1.3341, 1.0651], [-3.5124, -0.0367, 0.4153], [-3.3447, 1.3453, -0.7475], [-2.9284, 1.5694, 1.0024]],
  "atomic_forces_ev_per_a": [[-1.436, 0.898, 0.449], [0.160, 0.029, 0.833], [1.776, -0.675, -0.552], [0.242, 0.018, 0.041], [-0.603, 0.228, -0.582], [-0.037, 0.184, -0.100], [-0.243, -0.271, 0.159], [0.199, 0.053, -0.095], [-0.007, -0.058, 0.004], [-0.324, 0.031, 0.014], [-0.113, -0.069, -0.055], [0.036, -0.037, 0.152], [0.091, -0.206, -0.113], [-0.084, 0.041, -0.023], [0.048, 0.024, -0.020], [-0.004, -0.022, -0.065], [-0.072, -0.027, 0.008], [0.163, -0.093, -0.082], [-0.066, -0.024, 0.086], [0.275, -0.023, -0.060]],
  "mulliken_charge": [-0.22, 0.08, -0.65, -1.36, -1.12, -0.48, -0.48, 0.37, 0.36, 0.29, 0.19, 0.21, 0.35, 0.35, 0.35, 0.36, 0.41, 0.33, 0.33, 0.33],
  "lumo_ev": [0.90, 0.91],
  "total_energy_ev": -8927.855,
  "de_lowest_kcal_mol": 142.0
}

Question: Number 3 is which compound?
Answer: C5H13NO